1.
{
  "formula": "C3H11N3O2",
  "method": "the ωB97M-V functional and the def2-TZVPD basis",
  "smiles": "NC(=O)O.NCCN",
  "gap_ev": 10.3,
  "largest_force_ev_per_a": 0.8,
  "lumo_ev": 0.83,
  "total_charge": 0,
  "species": ["O", "O", "N", "N", "N", "C", "C", "C", "H", "H", "H", "H", "H", "H", "H", "H", "H", "H", "H"],
  "xyz": [[0.7268, 0.5110, -0.3533], [-0.2005, 2.5195, -0.7110], [2.0317, 2.3421, -0.3645], [-1.5826, -0.2020, 0.5230], [0.3270, -2.5909, -0.2679], [0.7689, 1.8281, -0.4952], [-0.3840, -2.3425, 0.9914], [-1.7132, -1.6681, 0.7320], [-2.3150, 0.1089, -0.1002], [0.5805, -1.6994, -0.6818], [-0.5392, -3.3000, 1.4918], [-0.2173, 0.2168, 0.0116], [1.2171, -3.0255, -0.0483], [2.8129, 1.7194, -0.3375], [0.1904, -1.6972, 1.6768], [-1.7424, 0.2770, 1.3989], [-2.1668, -2.1337, -0.1453], [-2.3818, -1.8391, 1.5781], [2.1196, 3.3336, -0.4505]],
  "forces_ev_per_angstrom": [[0.214, -0.486, 0.394], [-0.470, 0.344, 0.138], [-0.565, -0.347, -0.019], [-0.249, -0.662, 0.000], [0.118, 0.073, 0.245], [0.297, 0.101, -0.040], [0.379, 0.254, -0.085], [-0.388, -0.063, 0.292], [0.057, 0.227, -0.155], [-0.025, 0.019, -0.095], [-0.096, 0.042, -0.034], [0.296, 0.440, -0.590], [-0.043, -0.116, -0.098], [0.202, 0.091, 0.083], [-0.047, -0.139, 0.056], [0.075, 0.121, 0.085], [0.032, 0.160, -0.015], [-0.033, -0.149, 0.002], [0.246, 0.089, -0.163]]
}



2.
{
  "formula": "C3H11N3OS",
  "method": "the ωB97M-V functional and the def2-TZVPD basis",
  "gap_ev": 9.9,
  "largest_force_ev_per_a": 4.5,
  "lumo_ev": 0.69,
  "total_charge": 0,
  "species": ["S", "O", "N", "N", "N", "C", "C", "C", "H", "H", "H", "H", "H", "H", "H", "H", "H", "H", "H"],
  "xyz": [[-0.2153, 1.4143, -0.0344], [-0.0906, 2.7929, 0.2635], [-1.8890, 0.9743, 0.1369], [1.5289, -1.9439, 1.0904], [-0.2840, 1.3685, -1.7315], [2.9888, -2.0683, 1.1955], [0.9218, -2.4786, 0.1433], [-2.8213, 2.0268, -0.2841], [1.3781, -3.2162, -0.4324], [-0.1473, -2.2952, -0.0045], [-0.7916, 0.5862, -2.1100], [3.3401, -2.7739, 2.0944], [-3.8727, 2.0000, 0.2946], [-2.9171, 1.8890, -1.2903], [-2.0198, 0.8625, 1.1477], [0.6298, 1.2591, -2.1388], [3.3103, -1.0152, 1.5801], [3.4067, -2.5463, 0.2011], [-2.4560, 3.1643, -0.1217]],
  "forces_ev_per_angstrom": [[-1.200, -2.614, -0.385], [0.747, 2.842, 0.730], [0.167, 0.384, 1.083], [0.702, 0.997, 1.022], [-0.136, -0.166, -0.551], [0.596, -0.922, 1.132], [-1.207, 0.300, 0.868], [-1.037, 2.863, 3.281], [0.942, -1.173, -1.709], [0.190, -0.037, 0.146], [-0.586, -0.327, 0.269], [-1.102, 1.316, -1.892], [2.469, -0.423, -1.403], [-0.933, -0.012, -2.683], [0.370, -0.300, -0.339], [0.593, 0.386, 0.179], [0.062, -1.886, -1.461], [-0.206, 1.418, 1.891], [-0.431, -2.646, -0.179]]
}



3.
{
  "formula": "C3H11N3S",
  "method": "the ωB97M-V functional and the def2-TZVPD basis",
  "multiplicity": 2,
  "gap_ev": [9.6, 3.6],
  "largest_force_ev_per_a": 2.5,
  "lumo_ev": [-3.28, -9.07],
  "s2": 0.755,
  "total_charge": 1,
  "species": ["S", "N", "N", "N", "C", "C", "C", "H", "H", "H", "H", "H", "H", "H", "H", "H", "H", "H"],
  "xyz": [[-0.9652, 1.8694, -1.1220], [1.1219, -1.7396, -1.3978], [-1.2249, -1.9710, -1.4343], [0.3155, 1.2332, 2.6807], [0.0626, -2.4260, -1.6224], [-0.3933, 0.9764, 0.3931], [0.3773, 1.8576, 1.3494], [1.4448, 1.9522, 0.9527], [2.0180, -2.2214, -1.5064], [-1.5380, -0.9963, -1.2665], [0.2514, 1.8806, -1.7116], [0.0605, -3.4940, -2.0033], [0.7579, 1.8248, 3.4132], [-1.3435, 0.6957, 0.8637], [0.0334, 2.8932, 1.3835], [-1.9102, -2.6479, -1.7844], [0.7824, 0.2624, 2.7095], [0.1493, 0.0506, 0.1029]],
  "forces_ev_per_angstrom": [[0.959, -0.665, 1.148], [-0.835, 0.172, 0.289], [-0.423, -0.347, -0.380], [1.788, -0.575, -0.626], [0.859, -0.348, -0.239], [-1.537, -0.788, -1.367], [2.188, 0.110, 1.240], [-1.077, -0.302, 0.366], [-0.700, -0.102, -0.202], [0.724, -1.347, -0.316], [-0.118, 0.080, -0.134], [0.062, 1.143, 0.522], [-0.732, -0.515, -0.692], [0.187, 0.032, 0.001], [-0.318, -0.097, 0.216], [0.124, 0.954, 0.377], [-1.077, 1.986, -0.159], [-0.075, 0.609, -0.045]]
}



4.
{
  "formula": "C3H11N3S2",
  "method": "the ωB97M-V functional and the def2-TZVPD basis",
  "smiles": "N=C(N)N.CSSC",
  "gap_ev": 9.6,
  "largest_force_ev_per_a": 1.0,
  "lumo_ev": 0.72,
  "total_charge": 0,
  "species": ["S", "S", "N", "N", "N", "C", "C", "C", "H", "H", "H", "H", "H", "H", "H", "H", "H", "H", "H"],
  "xyz": [[-0.6490, -1.4931, 1.9356], [-2.6995, -1.1263, 1.6964], [2.2359, 1.0194, -2.4205], [1.7334, -1.0367, -1.4530], [0.8433, 0.9917, -0.6090], [1.5306, 0.3347, -1.4615], [-2.7124, -0.0704, 0.1971], [-0.0843, 0.0449, 2.7198], [-1.8370, -0.3272, -0.3927], [0.9921, -0.0440, 2.8657], [1.9857, 1.9932, -2.4908], [0.4265, 0.3553, 0.0528], [1.0399, -1.5435, -0.9412], [-0.2598, 0.9580, 2.1542], [2.4128, 0.5865, -3.3191], [-0.5891, 0.1245, 3.6796], [-2.6718, 0.9710, 0.4991], [1.9211, -1.4698, -2.3462], [-3.6184, -0.2682, -0.3663]],
  "forces_ev_per_angstrom": [[-0.759, 0.503, -0.277], [0.808, -0.094, -0.198], [0.309, 0.113, -0.686], [0.150, -0.088, -0.451], [0.014, 0.093, -0.152], [-0.127, 0.211, 0.168], [0.217, -0.193, 0.509], [-0.084, -0.045, 0.326], [-0.065, 0.057, -0.125], [0.002, -0.114, 0.061], [-0.046, -0.075, 0.111], [-0.110, -0.177, 0.301], [-0.266, -0.181, 0.320], [-0.135, -0.199, -0.291], [-0.056, -0.016, 0.371], [0.134, 0.069, 0.077], [0.018, 0.095, -0.136], [0.101, 0.090, 0.071], [-0.102, -0.048, 0.001]]
}



5.
{
  "formula": "C3H11N4",
  "method": "the ωB97M-V functional and the def2-TZVPD basis",
  "gap_ev": 8.4,
  "largest_force_ev_per_a": 3.2,
  "lumo_ev": -3.97,
  "total_charge": 1,
  "species": ["N", "N", "N", "N", "C", "C", "C", "H", "H", "H", "H", "H", "H", "H", "H", "H", "H", "H"],
  "xyz": [[-1.4360, 2.1721, -0.6303], [0.8408, 2.3674, -0.2288], [-0.3490, -1.5685, -0.2782], [0.0561, -1.6224, 1.9841], [-0.4643, 2.2988, 0.2282], [0.1834, -1.2660, -1.6302], [0.4828, -1.7499, 0.7090], [0.7085, -2.1519, -1.9784], [-0.6251, 2.2910, 1.3021], [0.7946, -1.4300, 2.6905], [0.8650, -0.4147, -1.4681], [0.9035, 2.5973, -1.2210], [-0.9035, -1.6197, 2.2609], [-1.3446, -1.4273, -0.1296], [-2.1860, 1.7038, -0.1101], [-0.6676, -0.9518, -2.2448], [1.6270, 2.5925, 0.3520], [1.5143, -1.8208, 0.3927]],
  "forces_ev_per_angstrom": [[1.264, -1.058, 1.457], [-0.879, 0.215, -0.296], [0.179, -0.362, -0.331], [3.157, -0.374, -0.354], [-0.235, -0.469, -1.725], [-0.068, 0.336, 0.692], [-2.450, 1.554, 0.748], [-0.131, 0.162, -0.457], [0.311, -0.189, 0.212], [-1.158, -0.622, -0.603], [-0.249, -0.316, -0.571], [0.160, -0.131, 0.468], [-0.388, 0.136, -0.012], [0.306, -0.002, 0.169], [-0.431, 1.097, -0.244], [0.492, -0.270, -0.037], [-0.159, 0.385, 0.164], [0.280, -0.091, 0.721]]
}



6.
{
  "formula": "C3H11N5",
  "method": "the ωB97M-V functional and the def2-TZVPD basis",
  "smiles": "[H]/N=C(N)/C(C)=N/N.N",
  "gap_ev": 9.3,
  "largest_force_ev_per_a": 2.1,
  "lumo_ev": 0.86,
  "total_charge": 0,
  "species": ["N", "N", "N", "N", "N", "C", "C", "C", "H", "H", "H", "H", "H", "H", "H", "H", "H", "H", "H"],
  "xyz": [[1.6021, -0.7935, 1.5893], [-0.3183, -0.3173, -1.8868], [-0.5952, -2.6824, -0.0722], [-0.5254, 1.9949, -1.5237], [1.0821, -0.4906, 0.3980], [-0.1623, 1.4651, 1.2915], [-0.1342, 0.7221, -1.1663], [0.3379, 0.5403, 0.2096], [-1.0386, 2.0110, 0.9610], [1.1568, -0.4362, 2.4309], [-0.4487, 0.8929, 2.1734], [0.6115, 2.1716, 1.5911], [-0.1322, 2.7760, -1.0265], [-0.7094, 2.1553, -2.5017], [1.9839, -1.7280, 1.5977], [-0.3385, -1.8475, -0.6970], [-0.1249, -3.5152, -0.4053], [-0.6433, -0.1242, -2.8315], [-1.6033, -2.7942, -0.1315]],
  "forces_ev_per_angstrom": [[-0.075, 0.412, -0.013], [0.321, 0.063, -0.227], [0.183, 1.413, -0.552], [0.135, 0.250, -0.017], [0.247, 0.752, -0.387], [0.319, -0.254, -0.084], [-0.850, -0.450, -0.752], [0.393, -0.412, 1.009], [-0.079, 0.083, -0.006], [0.092, -0.306, -0.149], [-0.035, -0.040, 0.108], [0.041, 0.130, 0.115], [0.073, 0.007, -0.066], [0.024, 0.003, 0.111], [-0.319, 0.173, 0.235], [-0.450, -1.812, 0.890], [-0.231, 0.059, -0.156], [-0.018, 0.191, 0.070], [0.231, -0.263, -0.131]]
}



7.
{
  "formula": "C3H11N7O",
  "method": "the ωB97M-V functional and the def2-TZVPD basis",
  "gap_ev": 9.9,
  "largest_force_ev_per_a": 5.0,
  "lumo_ev": -7.64,
  "total_charge": 2,
  "species": ["O", "N", "N", "N", "N", "N", "N", "N", "C", "C", "C", "H", "H", "H", "H", "H", "H", "H", "H", "H", "H", "H"],
  "xyz": [[0.3120, -1.8354, -1.2169], [-1.3984, -3.3901, -1.0181], [-0.3706, -2.5568, 0.8285], [-0.2773, 0.3878, 0.1635], [-0.1425, 2.9769, 1.5239], [2.0523, 1.0708, -0.1467], [-1.2662, 2.7971, -0.5341], [1.3998, -1.1319, -0.5260], [-0.5660, 2.3971, 0.4438], [0.9736, 0.2132, -0.1501], [-0.4820, -2.5280, -0.4789], [-0.2529, 4.0191, 1.7482], [-1.0465, -3.0798, 1.4050], [0.2396, -2.0781, 1.3985], [-2.1305, -3.6097, -0.3269], [-1.7315, 3.6982, -0.6918], [-1.3896, -3.4527, -2.0568], [2.8985, 0.5280, -0.2380], [2.2227, -1.1129, -1.0636], [-1.2734, 2.2941, -1.4025], [2.0294, 2.0098, 0.0385], [0.1994, 2.3832, 2.3004]],
  "forces_ev_per_angstrom": [[1.966, 1.337, -1.310], [1.798, 2.373, -0.174], [-2.343, -1.465, 0.362], [0.492, 3.958, 0.125], [0.143, 1.077, 1.357], [-0.962, -4.814, -0.828], [-1.040, 1.423, -1.891], [-3.397, 0.569, 2.015], [1.201, -4.589, 0.362], [0.129, 0.869, -0.023], [-1.185, -2.593, 1.744], [0.038, -1.954, -0.594], [0.520, 0.143, -0.814], [1.820, 1.617, 0.686], [0.140, -0.382, -1.528], [0.378, -0.022, 0.887], [-0.829, -0.228, 1.311], [0.611, 1.146, 0.071], [0.773, -0.606, -1.636], [0.012, -0.841, -0.035], [0.016, 2.374, 0.671], [-0.280, 0.607, -0.756]]
}



8.
{
  "formula": "C3H11NO",
  "method": "the ωB97M-V functional and the def2-TZVPD basis",
  "multiplicity": 2,
  "gap_ev": [1.8, 9.3],
  "largest_force_ev_per_a": 2.0,
  "lumo_ev": [3.34, 3.55],
  "s2": 0.750,
  "total_charge": -1,
  "species": ["O", "N", "C", "C", "C", "H", "H", "H", "H", "H", "H", "H", "H", "H", "H", "H"],
  "xyz": [[3.2019, -1.1562, 5.9116], [-0.7130, -0.0259, -1.0031], [0.6315, -0.0183, -1.5594], [-1.1483, 1.3153, -0.6527], [-1.6040, -0.6783, -1.8985], [-1.1613, 1.9501, -1.5555], [-0.4062, 1.8475, -0.0421], [2.2550, -1.3060, 6.0314], [-2.1220, 1.2067, -0.0620], [-2.5379, -1.0426, -1.4585], [-1.8483, -0.0343, -2.8123], [0.9617, -1.0468, -1.8388], [1.2596, 0.2014, -0.6814], [3.4597, -0.3122, 6.3136], [-1.1296, -1.5774, -2.3115], [0.9013, 0.6769, -2.3808]],
  "forces_ev_per_angstrom": [[0.610, -0.395, -0.193], [0.617, 0.148, -0.409], [1.131, -0.789, 1.422], [-0.452, -0.282, 0.735], [-0.720, -0.132, -1.780], [-0.814, 0.002, -0.007], [-0.117, -0.518, 0.285], [-0.113, 0.439, 0.127], [1.131, 0.609, -1.061], [-0.026, 0.447, 0.241], [0.028, -0.524, 0.838], [-0.505, 0.625, -0.052], [0.294, 0.334, -0.469], [-0.517, -0.023, -0.012], [0.052, 0.123, 0.166], [-0.600, -0.066, 0.168]]
}



Number 1: total energy -435.6903 hartree. Number 2: total energy -758.4810 hartree. Number 3: total energy -683.0008 hartree. Number 4: total energy -1081.5580 hartree. Number 5: total energy -339.6700 hartree. Number 6: total energy -394.6463 hartree. Number 7: total energy -578.7431 hartree. Number 8: total energy -250.7979 hartree.